(1)
Molecular formula: C2HN3S
Method: DFT, the ωB97M-V functional and the def2-TZVPD basis

Calculated values
HOMO-LUMO gap (Eh): 0.2712

Last columns: bonded neighbours and bond lengths (Å).
CARTESIAN COORDINATES (ANGSTROEM)
1 C -1.42 -0.02 0.19  N3 1.188, H7 1.041
2 C 1.00 0.26 -0.14  N4 1.348, N5 1.330, S6 1.773
3 N -0.91 1.04 0.04  C1 1.188, N4 1.261
4 N 0.29 1.41 -0.05  C2 1.348, N3 1.261
5 N 0.57 -0.99 -0.23  C2 1.330, S6 1.868
6 S 2.40 -0.80 0.11  C2 1.773, N5 1.868
7 H -1.94 -0.92 0.09  C1 1.041

Atom charges from the Löwdin analysis, given in e for atoms 1 to 2: 0.17 -0.77

***

(2)
Molecular formula: C2HN3S
Method: DFT, the ωB97M-V functional and the def2-TZVPD basis

Calculated values
SMILES: c1nnc2n1S2
HOMO-LUMO gap (Eh): 0.2892

Last columns: bonded neighbours and bond lengths (Å).
CARTESIAN COORDINATES (ANGSTROEM)
1 C 0.85 -0.62 0.48  N2 1.238, N5 1.746, H7 1.061
2 N 0.77 0.49 1.02  C1 1.238, N3 1.357
3 N -0.23 1.31 0.61  N2 1.357, C4 1.294
4 C -0.72 0.72 -0.43  N3 1.294, N5 1.335, S6 1.709
5 N -0.25 -0.45 -0.86  C1 1.746, C4 1.335, S6 1.819
6 S -1.94 -0.01 -1.36  C4 1.709, N5 1.819
7 H 1.52 -1.44 0.54  C1 1.061

Atom charges from the Löwdin analysis, given in e for atoms 1 to 2: -0.01 -0.01

***

Relative energies, kJ/mol: (1) 91.7; (2) 0.0.

***

(1)
Molecular formula: C21H28N4O2S
Method: DFT, the ωB97M-V functional and the def2-TZVPD basis

Calculated values
SMILES: CSCCC(=O)N1CCC(n2nccc2NC(=O)CCc2ccccc2)CC1
HOMO-LUMO gap (Eh): 0.3259

Last columns: bonded neighbours and bond lengths (Å).
CARTESIAN COORDINATES (ANGSTROEM)
1 C -3.10 -0.10 -0.49  S2 1.808, H29 1.085, H30 1.086, H31 1.087
2 S -1.58 -0.79 -1.17  C1 1.808, C3 1.826
3 C -1.97 -2.57 -1.07  S2 1.826, C4 1.529, H32 1.091, H33 1.089
4 C -2.08 -3.08 0.37  C3 1.529, C5 1.527, H34 1.091, H35 1.092
5 C -1.15 -2.34 1.33  C4 1.527, O6 1.218, N7 1.352
6 O -1.60 -1.53 2.12  C5 1.218
7 N 0.17 -2.65 1.31  C5 1.352, C8 1.443, C28 1.450
8 C 0.86 -3.46 0.33  N7 1.443, C9 1.532, H36 1.097, H37 1.088
9 C 1.63 -2.56 -0.63  C8 1.532, C10 1.535, H38 1.092, H39 1.091
10 C 2.61 -1.69 0.17  C9 1.535, N11 1.443, C27 1.533, H40 1.097
11 N 3.40 -0.85 -0.70  C10 1.443, N12 1.341, C15 1.361
12 N 4.70 -1.17 -0.86  N11 1.341, C13 1.316
13 C 5.20 -0.29 -1.70  N12 1.316, C14 1.399, H41 1.072
14 C 4.23 0.63 -2.11  C13 1.399, C15 1.381, H42 1.068
15 C 3.08 0.24 -1.45  N11 1.361, C14 1.381, N16 1.386
16 N 1.81 0.80 -1.45  C15 1.386, C17 1.370, H43 1.010
17 C 1.53 2.09 -1.82  N16 1.370, O18 1.207, C19 1.516
18 O 2.33 2.84 -2.33  C17 1.207
19 C 0.11 2.48 -1.45  C17 1.516, C20 1.541, H44 1.089, H45 1.091
20 C 0.13 2.95 0.02  C19 1.541, C21 1.502, H46 1.093, H47 1.092
21 C -1.26 3.03 0.59  C20 1.502, C22 1.389, C26 1.390
22 C -1.68 2.14 1.57  C21 1.389, C23 1.384, H48 1.080
23 C -2.96 2.22 2.10  C22 1.384, C24 1.384, H49 1.080
24 C -3.84 3.17 1.63  C23 1.384, C25 1.385, H50 1.080
25 C -3.44 4.06 0.65  C24 1.385, C26 1.383, H51 1.080
26 C -2.16 3.99 0.14  C21 1.390, C25 1.383, H52 1.080
27 C 1.88 -0.91 1.27  C10 1.533, C28 1.529, H53 1.090, H54 1.091
28 C 1.08 -1.89 2.14  N7 1.450, C27 1.529, H55 1.094, H56 1.091
29 H -3.06 0.98 -0.65  C1 1.085
30 H -3.14 -0.32 0.57  C1 1.086
31 H -3.95 -0.52 -1.03  C1 1.087
32 H -2.90 -2.73 -1.61  C3 1.091
33 H -1.16 -3.06 -1.62  C3 1.089
34 H -1.91 -4.15 0.41  C4 1.091
35 H -3.09 -2.89 0.74  C4 1.092
36 H 1.56 -4.11 0.87  C8 1.097
37 H 0.16 -4.10 -0.21  C8 1.088
38 H 0.93 -1.93 -1.18  C9 1.092
39 H 2.19 -3.17 -1.35  C9 1.091
40 H 3.35 -2.35 0.64  C10 1.097
41 H 6.23 -0.34 -1.98  C13 1.072
42 H 4.33 1.46 -2.77  C14 1.068
43 H 1.05 0.24 -1.11  N16 1.010
44 H -0.22 3.29 -2.09  C19 1.089
45 H -0.57 1.63 -1.57  C19 1.091
46 H 0.72 2.25 0.62  C20 1.093
47 H 0.61 3.92 0.07  C20 1.092
48 H -1.00 1.38 1.94  C22 1.080
49 H -3.26 1.52 2.86  C23 1.080
50 H -4.84 3.23 2.03  C24 1.080
51 H -4.12 4.82 0.28  C25 1.080
52 H -1.84 4.69 -0.62  C26 1.080
53 H 1.17 -0.20 0.84  C27 1.090
54 H 2.60 -0.37 1.88  C27 1.091
55 H 1.76 -2.58 2.65  C28 1.094
56 H 0.49 -1.35 2.88  C28 1.091

Atom charges from the Löwdin analysis, given in e for atoms 1 to 2: -0.36 0.84

***

(2)
Molecular formula: C21H28N4O2S
Method: DFT, the ωB97M-V functional and the def2-TZVPD basis

Calculated values
SMILES: CCN(CC)CCn1c(C)nc2c(sc3nc4c(cc32)COC(C)(C)C4)c1=O
HOMO-LUMO gap (Eh): 0.3076

Last columns: bonded neighbours and bond lengths (Å).
CARTESIAN COORDINATES (ANGSTROEM)
1 C -5.30 -1.37 4.32  C2 1.528, H29 1.085, H30 1.088, H31 1.086
2 C -5.36 -1.15 2.80  C1 1.528, N3 1.456, H32 1.097, H33 1.097
3 N -4.89 0.18 2.44  C2 1.456, C4 1.451, C6 1.443
4 C -5.94 1.06 1.94  N3 1.451, C5 1.525, H34 1.092, H35 1.106
5 C -6.94 1.42 3.03  C4 1.525, H36 1.086, H37 1.087, H38 1.087
6 C -3.69 0.19 1.64  N3 1.443, C7 1.537, H39 1.107, H40 1.092
7 C -2.46 -0.13 2.51  C6 1.537, N8 1.451, H41 1.087, H42 1.093
8 N -1.25 -0.13 1.72  C7 1.451, C9 1.363, C27 1.415
9 C -0.75 -1.26 1.15  N8 1.363, C10 1.495, N11 1.293
10 C -1.42 -2.58 1.40  C9 1.495, H43 1.089, H44 1.086, H45 1.087
11 N 0.31 -1.29 0.40  C9 1.293, C12 1.353
12 C 0.95 -0.12 0.17  N11 1.353, C13 1.384, C20 1.428
13 C 0.51 1.08 0.70  C12 1.384, S14 1.740, C27 1.434
14 S 1.48 2.45 0.25  C13 1.740, C15 1.746
15 C 2.53 1.40 -0.67  S14 1.746, N16 1.317, C20 1.412
16 N 3.58 1.84 -1.33  C15 1.317, C17 1.323
17 C 4.30 0.95 -1.99  N16 1.323, C18 1.406, C26 1.496
18 C 3.99 -0.42 -2.03  C17 1.406, C19 1.383, C21 1.505
19 C 2.88 -0.87 -1.34  C18 1.383, C20 1.391, H46 1.080
20 C 2.12 0.05 -0.63  C12 1.428, C15 1.412, C19 1.391
21 C 4.82 -1.36 -2.86  C18 1.505, O22 1.405, H47 1.104, H48 1.095
22 O 6.01 -0.80 -3.37  C21 1.405, C23 1.426
23 C 5.89 0.53 -3.88  O22 1.426, C24 1.533, C25 1.528, C26 1.537
24 C 4.85 0.62 -5.00  C23 1.533, H49 1.088, H50 1.086, H51 1.088
25 C 7.28 0.88 -4.41  C23 1.528, H52 1.086, H53 1.086, H54 1.086
26 C 5.51 1.46 -2.72  C17 1.496, C23 1.537, H55 1.094, H56 1.090
27 C -0.67 1.14 1.52  N8 1.415, C13 1.434, O28 1.213
28 O -1.17 2.13 2.01  C27 1.213
29 H -5.94 -0.66 4.83  C1 1.085
30 H -5.63 -2.38 4.56  C1 1.088
31 H -4.29 -1.24 4.68  C1 1.086
32 H -6.39 -1.30 2.46  C2 1.097
33 H -4.74 -1.91 2.31  C2 1.097
34 H -5.47 1.97 1.58  C4 1.092
35 H -6.48 0.60 1.08  C4 1.106
36 H -6.41 1.84 3.88  C5 1.086
37 H -7.63 2.17 2.65  C5 1.087
38 H -7.51 0.56 3.35  C5 1.087
39 H -3.74 -0.52 0.79  C6 1.107
40 H -3.54 1.19 1.23  C6 1.092
41 H -2.58 -1.09 3.01  C7 1.087
42 H -2.37 0.66 3.26  C7 1.093
43 H -1.35 -2.85 2.45  C10 1.089
44 H -0.90 -3.33 0.81  C10 1.086
45 H -2.46 -2.55 1.11  C10 1.087
46 H 2.60 -1.91 -1.35  C19 1.080
47 H 4.20 -1.76 -3.68  C21 1.104
48 H 5.15 -2.21 -2.25  C21 1.095
49 H 3.84 0.53 -4.62  C24 1.088
50 H 4.94 1.59 -5.49  C24 1.086
51 H 5.03 -0.16 -5.74  C24 1.088
52 H 7.31 1.92 -4.71  C25 1.086
53 H 8.02 0.70 -3.64  C25 1.086
54 H 7.52 0.25 -5.26  C25 1.086
55 H 6.34 1.51 -2.01  C26 1.094
56 H 5.31 2.48 -3.07  C26 1.090

Atom charges from the Löwdin analysis, given in e for atoms 1 to 2: -0.08 -0.25

***

Relative energies, kJ/mol: (1) 16.7; (2) 0.0.